# 1
Molecular formula: C10H42O16
Method: DFT, ωB97M-V/def2-TZVPD

Calculated values
- Energy relative to the best compared isomer or geometry (same formula, charge and spin): 82.06 kcal/mol
- E_tot: -1609.8721 Eh
- SMILES: OCCO.OCCO.OCCO.OCCO.OCCO.O.O.O.O.O.O
- LUMO level: -0.1597 eV
- F_max: 4.5 eV/Å
- Gap between HOMO and LUMO: 9.35 eV

Structure (ORCA input):
```
! RIJCOSX wB97M-V def2-TZVPD def2/J DEFGRID3
* xyz 0 1
O -3.0330 -1.1096 -1.2532
H -2.6800 -0.3206 -1.5862
H -2.9720 -1.0956 -0.3262
O -1.4000 0.9414 -1.9842
H -0.7260 1.1754 -1.3072
H -1.6600 1.7734 -2.3602
O -0.6810 -1.2946 3.0838
H -0.8490 -2.2286 3.3458
H -1.0240 -1.2696 2.1608
O 1.3970 0.3064 -1.8342
H 0.8980 -0.0566 -1.0972
H 0.7640 0.1844 -2.5512
O -0.1350 -0.2436 0.3458
H -0.0330 0.5444 0.9008
H -1.0550 -0.1536 0.1728
O -2.6870 -1.4516 1.2178
H -2.9890 -2.2806 1.5238
H -3.1660 -0.8956 1.8128
C 4.7140 -2.9586 0.6708
C 3.6780 -2.7346 -0.4052
O 2.7970 -1.6676 -0.1252
O 5.4710 -4.1546 0.4208
H 4.1240 -2.9866 1.5988
H 5.4050 -2.1566 0.6988
H 3.2190 -3.7296 -0.6872
H 4.1310 -2.4476 -1.3692
H 2.1970 -1.5346 -0.9012
H 5.9630 -4.3616 1.2268
C 0.0940 4.3064 2.2518
C -0.0400 2.7264 2.2218
O -1.2760 2.3224 1.6548
O 1.4460 4.6944 2.3168
H -0.4820 4.6754 3.1328
H -0.2810 4.8194 1.3488
H -0.0030 2.3104 3.2048
H 0.7310 2.3274 1.6548
H -1.9780 2.3244 2.3718
H 2.0150 4.1534 1.7418
C 3.1520 2.3124 0.1558
C 4.4310 1.6464 -0.4232
O 4.1080 1.4794 -1.7512
O 3.0550 2.1214 1.5768
H 2.3030 1.8864 -0.2492
H 2.9580 3.4214 -0.0202
H 4.6120 0.6924 0.0048
H 5.4360 2.1634 -0.3372
H 3.1380 1.3794 -1.7272
H 2.8130 1.2004 1.7678
C -0.4210 -2.8966 -1.2992
C -1.3390 -3.8826 -1.8832
O -2.5760 -3.7626 -1.1772
O 0.8110 -3.0726 -1.8752
H -0.2410 -2.9636 -0.2352
H -0.8110 -1.8796 -1.5372
H -0.9560 -4.8886 -1.7752
H -1.5860 -3.8366 -2.9282
H -2.8760 -2.8446 -1.3342
H 0.7280 -3.3296 -2.8102
C -5.2250 1.4494 -0.9052
C -4.0490 1.9174 -0.1882
O -3.5470 3.0244 -0.8502
O -5.7530 0.2764 -0.3122
H -4.9430 1.0414 -1.8732
H -5.9790 2.1144 -1.0312
H -3.3780 1.1174 0.0678
H -4.3820 2.3534 0.7678
H -2.9300 3.4124 -0.2552
H -6.4490 -0.1066 -0.8532
*
```

natural (NBO) atomic charge list, values in e, 8 entries: atom 1 (O): -0.99, atom 2 (H): 0.49, atom 3 (H): 0.48, atom 4 (O): -0.97, atom 5 (H): 0.49, atom 6 (H): 0.49, atom 7 (O): -0.97, atom 8 (H): 0.46


# 2
Molecular formula: C10H46N8O13
Method: DFT, ωB97M-V/def2-TZVPD

Calculated values
- E_tot: -1824.9668 Eh
- LUMO level: 0.4051 eV
- F_max: 3.7 eV/Å
- Gap between HOMO and LUMO: 10.39 eV

Structure (ORCA input):
```
! RIJCOSX wB97M-V def2-TZVPD def2/J DEFGRID3
* xyz 0 1
O 7.8085 -12.5909 -11.8450
H 8.3295 -12.0479 -11.2694
H 6.9712 -12.2087 -12.0795
O 11.3076 -13.0885 -6.2605
H 11.4874 -14.0437 -6.3050
H 10.3547 -13.0862 -6.2980
O 2.7351 -13.7724 -9.4195
H 3.5269 -13.2221 -9.1892
H 1.9294 -13.2814 -9.2228
O 3.4758 -15.7674 -7.7486
H 3.1718 -15.0365 -8.3372
H 3.7802 -16.4191 -8.3972
O 5.2631 -13.0666 -11.7403
H 5.2247 -12.9789 -10.7699
H 4.3071 -13.0010 -11.9891
O 7.4847 -15.4303 -10.8894
H 7.4273 -14.8548 -11.6633
H 6.7946 -15.0128 -10.3227
O 11.4072 -12.9476 -12.4290
H 11.6597 -13.0306 -13.3194
H 10.4798 -12.8287 -12.4057
C 10.3350 -11.0766 -8.7368
O 9.3487 -11.0003 -9.3974
N 10.4228 -10.5116 -7.4353
N 11.4998 -11.7856 -9.1015
H 9.5660 -10.2791 -6.9191
H 11.0165 -11.0406 -6.7802
H 11.7854 -11.9573 -10.0403
H 12.2376 -11.7741 -8.4570
C 9.8119 -16.2800 -7.8652
O 10.2137 -16.3434 -6.7125
N 8.8717 -15.3313 -8.2487
N 10.2882 -17.0661 -8.8582
H 8.6201 -15.0618 -9.2088
H 8.7630 -14.5715 -7.6091
H 11.2139 -17.4631 -8.6337
H 10.2843 -16.5561 -9.7208
C 5.9747 -12.7858 -7.8870
O 5.1263 -12.3773 -8.7142
N 5.6334 -13.5038 -6.7796
N 7.2648 -12.6078 -8.2347
H 6.4902 -13.6365 -6.2090
H 5.0075 -14.3069 -7.0105
H 7.4786 -12.1198 -9.0853
H 7.9576 -12.6029 -7.4919
C 8.4903 -13.7400 -4.7281
O 8.6217 -13.1462 -5.8318
N 8.5067 -13.0622 -3.5713
N 8.4266 -15.0974 -4.6110
H 8.1259 -12.1143 -3.6794
H 8.0414 -13.4293 -2.7231
H 8.2890 -15.4771 -3.6855
H 8.6881 -15.7972 -5.3461
C 6.2198 -9.6780 -5.7926
C 5.9328 -9.9052 -4.2332
C 4.6663 -9.2612 -3.6754
O 5.7931 -11.3142 -4.0013
H 6.9224 -10.4085 -6.1542
H 6.6792 -8.6763 -5.8983
H 5.3167 -9.7596 -6.4268
H 6.7940 -9.6036 -3.6277
H 4.7320 -8.1742 -3.5771
H 4.4965 -9.6119 -2.6517
H 3.7931 -9.4845 -4.2919
H 5.3275 -11.7778 -4.7236
C 4.7969 -8.6698 -12.3210
C 5.6823 -8.5607 -11.1209
C 4.9549 -8.9124 -9.8449
O 6.8649 -9.4579 -11.4237
H 4.3635 -9.6404 -12.2946
H 5.2912 -8.4840 -13.2922
H 4.0014 -7.8999 -12.1388
H 6.1345 -7.5810 -11.0487
H 5.6498 -9.0720 -9.0226
H 4.4541 -9.8222 -9.8387
H 4.2708 -8.1384 -9.6237
H 7.5178 -9.3577 -10.7435
*
```

Löwdin atomic charge list, values in e, 8 entries: atom 1 (O): -0.05, atom 2 (H): -0.01, atom 3 (H): 0.00, atom 4 (O): -0.07, atom 5 (H): 0.05, atom 6 (H): -0.03, atom 7 (O): -0.07, atom 8 (H): 0.02


# 3
Molecular formula: C10H46O18
Method: DFT, ωB97M-V/def2-TZVPD

Calculated values
- E_tot: -1762.4730 Eh
- LUMO level (alpha / beta): -2.9856 / -9.1868 eV
- F_max: 4.5 eV/Å
- Gap between HOMO and LUMO (alpha / beta): 8.25 / 2.04 eV
- ⟨S²⟩: 0.755

Structure (ORCA input):
```
! RIJCOSX wB97M-V def2-TZVPD def2/J DEFGRID3
* xyz 1 2
O -2.5957 -2.4064 2.9702
H -2.7015 -3.2741 3.3603
H -2.6230 -2.5627 2.0262
O 3.6607 1.4309 -2.4006
H 2.9546 1.9462 -2.0107
H 3.9529 0.8525 -1.6962
O 3.2351 -1.1156 -0.9081
H 2.6413 -1.2171 -1.6519
H 2.7005 -1.3290 -0.1433
O -0.8742 -0.8592 -3.3272
H -0.0329 -1.3017 -3.2143
H -1.2367 -1.2343 -4.1298
O 3.4421 0.9571 2.0412
H 4.2038 0.4124 1.8427
H 2.8558 0.8308 1.2951
O 4.0117 2.9942 0.0398
H 3.6198 2.5780 0.8076
H 4.8015 3.4192 0.3742
O 1.9899 -0.9126 3.8161
H 1.6689 -0.4896 4.6124
H 2.6671 -0.3218 3.4867
O -0.5579 4.0885 1.0123
H -0.0513 4.8694 1.2355
H -1.3934 4.4279 0.6916
C 2.5148 -4.3681 2.6537
C 1.0153 -4.1399 2.7315
O 0.5489 -3.4433 3.8941
O 2.8666 -5.4621 3.4355
H 2.9675 -3.4553 3.0409
H 2.6772 -4.6336 1.6091
H 0.5645 -5.1317 2.7653
H 0.7893 -3.5711 1.8295
H 0.8965 -2.5485 3.8864
H 2.9766 -5.0487 4.2949
C 0.7056 5.4023 -2.9154
C 1.4291 4.4601 -1.9236
O 2.7611 4.9344 -1.5196
O 0.0074 6.4387 -2.1598
H -0.0190 4.8125 -3.4768
H 1.4859 5.8496 -3.5311
H 1.5909 3.4830 -2.3787
H 0.7812 4.1837 -1.0918
H 3.0368 4.3796 -0.7863
H -0.3844 7.1010 -2.7338
C -4.0720 -2.8443 -0.2081
C -2.8265 -3.6756 -0.6564
O -1.7319 -3.4050 0.2137
O -3.7226 -1.5835 0.3925
H -4.5142 -3.3749 0.6352
H -4.8412 -2.7520 -0.9748
H -2.6610 -3.3161 -1.6721
H -3.1107 -4.7251 -0.7326
H -1.1048 -4.0894 -0.0309
H -3.3090 -1.0355 -0.2784
C 0.3877 0.6970 -0.1131
C 0.2483 -0.3555 0.9959
O 1.3728 -1.1565 1.0345
O 1.1358 1.8318 0.3095
H -0.6213 0.9713 -0.4206
H 0.8279 0.1933 -0.9737
H -0.5676 -1.0344 0.7478
H 0.0252 0.0443 1.9850
H 1.6645 -1.1488 1.9490
H 0.4094 2.3866 0.6031
C -3.2599 0.9357 -1.5606
C -4.7114 0.7532 -1.9745
O -4.8463 0.5320 -3.4119
O -2.6410 -0.3074 -1.4996
H -3.1376 1.3828 -0.5741
H -2.7061 1.6152 -2.2085
H -5.2563 1.6725 -1.7600
H -5.2227 -0.0731 -1.4806
H -4.7041 1.3670 -3.8636
H -2.0546 -0.5310 -2.2260
*
```

Löwdin atomic charge list, values in e, 8 entries: atom 1 (O): -0.04, atom 2 (H): 0.03, atom 3 (H): -0.02, atom 4 (O): -0.05, atom 5 (H): -0.01, atom 6 (H): 0.00, atom 7 (O): -0.05, atom 8 (H): 0.03


# 4
Molecular formula: C10H4BClF7GaINO
Method: DFT, ωB97M-V/def2-TZVPD

Calculated values
- E_tot: -3920.3728 Eh
- LUMO level: -1.3367 eV
- F_max: 0.3 eV/Å
- Gap between HOMO and LUMO: 7.52 eV

Structure (ORCA input):
```
! RIJCOSX wB97M-V def2-TZVPD def2/J DEFGRID3
* xyz 0 1
Ga -1.3431 0.9396 0.6442
Cl 2.7196 -3.0875 -2.9598
C 1.3770 -2.3676 -2.1328
C 0.1719 -3.0049 -2.1096
C -0.9387 -2.4480 -1.4400
I -2.7537 -3.4564 -1.4232
C -0.8433 -1.2407 -0.7895
O -1.8420 -0.6590 -0.1408
C 0.4206 -0.5813 -0.8278
N 0.4849 0.6139 -0.1736
C 1.6079 1.2971 -0.1424
C 2.7662 0.8280 -0.7717
C 2.7322 -0.3688 -1.4354
C 1.5392 -1.1202 -1.4849
H 0.0622 -3.9578 -2.6092
H 1.5974 2.2335 0.3995
H 3.6719 1.4152 -0.7215
H 3.6155 -0.7541 -1.9275
F -3.4912 2.4696 -0.4154
C -2.2164 2.6267 -0.0147
F -2.2091 3.6363 0.8774
F -1.5225 3.0727 -1.1018
F -0.9459 0.8537 2.3806
B -1.1586 0.7676 4.5051
F -2.4076 0.3115 4.4657
F -0.9401 2.0690 4.6740
F -0.1545 -0.0880 4.6748
*
```

natural (NBO) atomic charge list, values in e, 8 entries: atom 1 (Ga): 1.73, atom 2 (Cl): 0.02, atom 3 (C): -0.05, atom 4 (C): -0.21, atom 5 (C): -0.24, atom 6 (I): 0.21, atom 7 (C): 0.36, atom 8 (O): -0.83